1.
This record from OMol25 describes 9 unconnected molecules or ions with the total composition C44H81BFN2O16P. The level of theory is the ωB97M-V functional and the def2-TZVPD basis.

Properties
Kohn-Sham gap in eV: 9.0
Maximum force in hartree/bohr: 0.1316
SMILES string: CCOCC[C@H](OCC(=O)NC(=O)F)[C@@](C)(CC)O[C@@]([PH2]=O)(B(O)OCC)c1ccccn1.CC(C)=O.CC(C)=O.CC(C)=O.CC(C)=O.CC(C)=O.CC(C)=O.CC(C)=O.CC(C)=O

Last column: Mulliken charge in e.
Element x y z (Å)
C (-0.07, -5.73, -1.04)  -0.7581
C (-0.09, -4.40, -0.14)  -0.1259
O (-1.30, -3.67, -0.46)  -0.4484
C (-1.07, -2.24, -0.19)  -0.9151
C (-0.77, -1.52, -1.59)  0.4464
C (-1.83, -0.32, -1.95)  -1.2321
O (-2.64, -0.61, -3.11)  -0.0080
C (-3.73, -1.50, -2.81)  -0.3578
C (-3.88, -2.63, -3.96)  0.1871
O (-4.36, -3.73, -3.56)  -0.5560
N (-3.54, -2.39, -5.38)  0.0783
C (-2.48, -3.28, -5.86)  0.5355
O (-2.17, -4.39, -5.41)  -0.4468
F (-1.71, -2.77, -6.97)  -0.2470
C (-1.19, 1.14, -1.90)  1.1839
C (-2.45, 2.19, -1.84)  -1.6764
C (-0.59, 1.25, -0.37)  -0.1546
C (1.02, 1.22, -0.33)  -0.7086
O (-0.12, 1.48, -2.74)  -0.0557
C (-0.13, 1.25, -4.14)  1.9021
P (1.24, 2.50, -4.76)  0.3302
O (1.20, 2.53, -6.32)  -0.7677
B (0.45, -0.17, -4.68)  -0.4012
O (-0.27, -1.43, -4.71)  0.1729
O (1.84, -0.30, -5.15)  -0.6699
C (2.72, -0.60, -4.02)  0.4739
C (4.28, -0.54, -4.50)  -1.2701
C (-1.42, 1.82, -4.96)  -0.0733
C (-2.24, 0.89, -5.82)  -0.0920
C (-3.47, 1.44, -6.61)  -0.6931
C (-3.62, 2.95, -6.38)  -0.3859
C (-2.64, 3.69, -5.49)  -0.3695
N (-1.54, 3.23, -4.72)  -0.3436
H (0.31, -6.59, -0.37)  0.0477
H (-1.12, -5.92, -1.45)  0.3798
H (0.65, -5.53, -1.92)  0.1602
H (-0.11, -4.61, 0.98)  0.3153
H (0.80, -3.75, -0.48)  0.2207
H (-2.01, -1.87, 0.34)  0.3716
H (-0.21, -2.15, 0.56)  0.3362
H (-0.97, -2.32, -2.40)  0.3860
H (0.32, -1.19, -1.72)  -0.0828
H (-2.57, -0.35, -1.06)  0.9407
H (-3.64, -2.05, -1.81)  0.2300
H (-4.74, -0.94, -2.79)  0.3030
H (-4.35, -2.48, -6.01)  0.3363
H (-3.19, 2.04, -2.68)  0.1768
H (-2.91, 2.11, -0.79)  0.4246
H (-1.94, 3.24, -1.86)  0.3734
H (-0.90, 2.27, 0.08)  -0.1452
H (-1.02, 0.46, 0.32)  0.1491
H (1.51, 2.22, -0.55)  0.2318
H (1.50, 0.44, -1.01)  -0.0124
H (1.32, 0.95, 0.75)  0.3091
H (2.53, 2.14, -4.27)  -0.0074
H (0.97, 3.83, -4.31)  0.0757
H (0.41, -2.09, -4.41)  0.1112
H (2.49, -1.66, -3.68)  0.2552
H (2.63, 0.19, -3.18)  -0.1988
H (4.41, 0.25, -5.33)  0.2918
H (4.62, -1.58, -4.81)  0.3253
H (4.91, -0.24, -3.59)  0.2866
H (-2.08, -0.23, -5.96)  -0.0487
H (-4.13, 0.79, -7.26)  0.3665
H (-4.47, 3.51, -6.89)  0.3274
H (-2.81, 4.83, -5.40)  0.2784
C (-0.51, 4.25, 2.63)  -0.9470
C (-0.08, 2.87, 3.03)  0.9977
C (0.69, 2.72, 4.31)  -1.2621
O (-0.36, 1.90, 2.34)  -0.5330
H (-1.05, 4.21, 1.68)  0.1946
H (-1.16, 4.68, 3.39)  0.2186
H (0.37, 4.89, 2.49)  0.3228
H (0.09, 3.08, 5.15)  0.2919
H (1.62, 3.29, 4.25)  0.3378
H (0.93, 1.67, 4.48)  0.3295
C (3.40, -6.11, 0.60)  -0.7454
C (4.06, -5.54, -0.62)  0.7551
C (5.18, -6.34, -1.24)  -1.0114
O (3.70, -4.47, -1.09)  -0.5228
H (2.61, -5.43, 0.94)  0.2425
H (2.95, -7.08, 0.36)  0.0642
H (4.13, -6.23, 1.40)  0.3959
H (4.80, -7.31, -1.56)  0.3040
H (5.99, -6.46, -0.52)  0.2279
H (5.56, -5.80, -2.12)  0.3219
C (-5.05, 4.52, 4.66)  -0.9992
C (-3.68, 4.06, 5.06)  0.9581
C (-3.47, 2.58, 5.26)  -1.0359
O (-2.76, 4.85, 5.23)  -0.5926
H (-5.05, 5.61, 4.55)  0.0858
H (-5.32, 4.07, 3.70)  0.3607
H (-5.78, 4.24, 5.42)  0.3558
H (-3.67, 2.05, 4.33)  0.2859
H (-4.13, 2.21, 6.05)  0.4023
H (-2.43, 2.39, 5.55)  0.1725
C (7.86, -8.31, 2.65)  -1.1322
C (7.15, -8.91, 1.46)  0.8383
C (7.24, -10.40, 1.28)  -1.1296
O (6.53, -8.21, 0.68)  -0.5194
H (7.71, -7.23, 2.66)  0.3065
H (7.46, -8.73, 3.57)  0.3089
H (8.93, -8.52, 2.58)  0.3340
H (6.81, -10.91, 2.14)  0.2934
H (8.29, -10.70, 1.15)  0.4404
H (6.69, -10.69, 0.39)  0.2348
C (2.96, -10.05, 3.20)  -1.0497
C (3.22, -10.70, 1.87)  0.8185
C (2.05, -10.87, 0.94)  -0.9891
O (4.34, -11.06, 1.55)  -0.5178
H (3.89, -9.99, 3.77)  0.2553
H (2.58, -9.04, 3.06)  0.2832
H (2.25, -10.65, 3.77)  0.3627
H (1.63, -9.89, 0.69)  0.1758
H (1.30, -11.50, 1.41)  0.3600
H (2.39, -11.34, 0.02)  0.2922
C (-7.45, 9.63, 4.33)  -0.9637
C (-7.03, 8.24, 4.74)  0.8972
C (-6.25, 8.10, 6.02)  -0.9371
O (-7.30, 7.27, 4.05)  -0.5722
H (-8.00, 9.58, 3.39)  0.2984
H (-8.11, 10.05, 5.10)  0.3354
H (-6.58, 10.26, 4.19)  0.1421
H (-6.86, 8.46, 6.86)  0.3971
H (-5.32, 8.67, 5.96)  0.2446
H (-6.01, 7.05, 6.18)  0.1736
C (-2.86, 9.67, 2.18)  -1.0546
C (-3.46, 10.66, 3.15)  0.8508
C (-3.45, 12.11, 2.75)  -1.1718
O (-3.92, 10.30, 4.21)  -0.5385
H (-2.94, 8.67, 2.60)  0.2387
H (-3.41, 9.70, 1.24)  0.3276
H (-1.81, 9.90, 2.01)  0.3443
H (-4.02, 12.25, 1.83)  0.3297
H (-2.42, 12.45, 2.60)  0.3693
H (-3.91, 12.71, 3.54)  0.2970
C (4.31, 3.51, 1.08)  -1.0946
C (4.50, 2.14, 0.50)  0.8548
C (5.62, 1.30, 1.04)  -1.1990
O (3.76, 1.72, -0.38)  -0.4535
H (3.47, 4.01, 0.60)  0.2450
H (4.10, 3.44, 2.15)  0.2691
H (5.21, 4.11, 0.92)  0.3877
H (5.47, 1.12, 2.11)  0.3430
H (6.57, 1.80, 0.87)  0.3532
H (5.63, 0.33, 0.53)  0.2755



2.
This record from OMol25 describes a molecular structure, C8H22ClSiTiV. The level of theory is the ωB97M-V functional and the def2-TZVPD basis.

Properties
Kohn-Sham gap (spin up / spin down) in eV: 7.8 / 8.1
2S+1: 3
Maximum force in hartree/bohr: 0.0266

Last column: Mulliken charge in e.
Element x y z (Å)
Ti (0.23, -1.74, -2.91)  0.7338
Cl (0.89, -0.08, -4.16)  -0.4873
C (-1.74, -2.23, -2.87)  -1.0196
C (1.08, -3.60, -2.92)  -1.0094
H (-1.76, -3.33, -3.10)  0.3023
H (-2.25, -2.02, -1.91)  0.2719
H (-2.18, -1.65, -3.71)  0.3129
H (0.21, -4.29, -3.08)  0.2713
H (1.64, -3.89, -2.00)  0.2767
H (1.74, -3.60, -3.81)  0.3198
V (0.40, -0.73, 0.82)  0.5470
C (2.38, -0.24, 1.02)  -1.2950
C (-0.01, -2.56, 0.86)  -0.8960
H (3.10, -0.96, 1.44)  0.3439
H (2.73, -0.06, 0.00)  0.3210
H (2.52, 0.72, 1.54)  0.3461
H (0.80, -3.30, 0.71)  0.2998
H (-1.04, -2.93, 0.67)  0.3299
C (0.02, 1.41, 3.02)  -1.1157
Si (-0.59, 2.17, 1.39)  0.3767
C (-2.03, 3.33, 1.69)  -0.9813
C (0.82, 3.12, 0.60)  -0.9205
C (-0.94, 0.68, 0.30)  -0.8451
H (0.29, 2.23, 3.71)  0.2994
H (0.93, 0.80, 2.91)  0.4569
H (-0.77, 0.84, 3.52)  0.3249
H (-1.66, 4.14, 2.33)  0.2774
H (-2.37, 3.75, 0.73)  0.2783
H (-2.88, 2.84, 2.18)  0.3095
H (1.77, 2.56, 0.59)  0.3050
H (0.56, 3.36, -0.44)  0.2946
H (0.97, 4.05, 1.17)  0.2722
H (-2.00, 0.40, 0.48)  0.3592
H (-0.83, 0.83, -0.79)  0.3395



3.
This record from OMol25 describes a molecular structure, C30H35Br2FeN5O8S. The level of theory is the ωB97M-V functional and the def2-TZVPD basis.

Properties
Kohn-Sham gap (spin up / spin down) in eV: 4.1 / 3.9
2S+1: 5
Maximum force in hartree/bohr: 0.1201
Net charge: -2

Last column: Mulliken charge in e.
Element x y z (Å)
Fe (0.05, 0.00, -0.05)  0.9358
O (-3.33, 5.03, 0.53)  -0.5899
C (-2.70, 4.84, 1.68)  0.2246
O (-2.86, 5.61, 2.61)  -0.6987
C (-1.82, 3.68, 1.77)  0.1319
C (-1.07, 3.30, 2.87)  -0.6662
N (-0.41, 2.19, 2.54)  -0.1225
N (-0.64, 1.75, 1.28)  0.2665
C (-1.49, 2.67, 0.84)  -0.0720
C (-1.92, 2.41, -0.56)  0.6668
O (-2.72, 3.18, -1.13)  -1.0227
O (-1.32, 1.38, -0.94)  -0.4311
H (-3.12, 4.32, -0.17)  0.4754
H (-0.97, 3.74, 3.85)  0.4610
H (0.22, 1.65, 3.10)  0.0017
Br (0.62, 0.53, 5.34)  -0.3253
C (1.49, -0.71, 4.16)  0.0248
C (2.39, -1.61, 4.75)  -0.6592
C (3.06, -2.54, 3.99)  0.0665
Br (4.27, -3.72, 4.88)  -0.3261
C (2.87, -2.61, 2.59)  0.0768
C (3.48, -3.49, 1.67)  -0.8053
C (3.16, -3.40, 0.31)  -1.2968
C (2.24, -2.46, -0.12)  -1.0558
N (1.59, -1.56, 0.74)  0.3970
C (1.95, -1.69, 2.04)  0.8322
C (1.23, -0.71, 2.78)  -0.0264
O (0.44, 0.05, 2.09)  -0.6091
H (2.55, -1.57, 5.82)  0.3842
H (4.20, -4.23, 2.01)  0.2994
H (3.63, -4.06, -0.41)  0.4366
H (2.01, -2.38, -1.16)  0.8238
C (-5.08, -0.72, -0.76)  -1.2158
C (-4.63, -2.07, -0.19)  -0.0408
C (-3.77, -1.92, 1.06)  -1.2261
S (-2.11, -1.26, 0.66)  1.6666
O (-1.76, -0.31, 1.76)  -0.6344
C (-1.24, -2.84, 0.95)  0.5405
C (-1.51, -3.91, -0.13)  -0.7117
C (-0.97, -3.66, -1.53)  -0.6418
H (-5.75, -0.88, -1.61)  0.3972
H (-4.24, -0.13, -1.11)  0.2134
H (-5.63, -0.14, -0.01)  0.3132
H (-4.10, -2.63, -0.97)  0.1095
H (-5.52, -2.65, 0.07)  0.4221
H (-3.67, -2.87, 1.57)  0.3412
H (-4.23, -1.22, 1.76)  0.4965
H (-1.56, -3.22, 1.93)  0.8410
H (-0.19, -2.60, 1.03)  -1.3296
H (-2.58, -4.11, -0.20)  0.2339
H (-1.04, -4.84, 0.23)  0.4416
H (-1.46, -2.80, -2.00)  0.0041
H (-1.16, -4.54, -2.16)  0.5358
H (0.09, -3.48, -1.52)  -0.0276
C (-2.18, -1.47, -7.92)  -1.1373
C (-1.35, -0.20, -7.82)  -0.8165
N (-1.02, 0.16, -6.45)  0.2923
C (-1.69, 1.32, -5.88)  -0.7075
C (-3.16, 1.08, -5.59)  -1.0971
C (0.01, -0.52, -5.86)  0.1091
O (0.65, -1.38, -6.47)  -0.7130
C (0.38, -0.21, -4.46)  0.7386
C (1.70, 0.04, -4.14)  -0.7044
C (2.06, 0.29, -2.81)  -1.5996
C (1.06, 0.29, -1.85)  0.7905
N (-0.28, 0.02, -2.16)  0.3893
C (-0.57, -0.24, -3.41)  -1.0924
H (-2.41, -1.69, -8.96)  0.3943
H (-3.12, -1.37, -7.37)  0.2579
H (-1.64, -2.32, -7.50)  0.3009
H (-1.89, 0.63, -8.29)  0.4175
H (-0.42, -0.33, -8.38)  0.3857
H (-1.59, 2.15, -6.60)  0.3876
H (-1.18, 1.65, -4.98)  0.4736
H (-3.73, 0.89, -6.50)  0.3686
H (-3.60, 1.94, -5.09)  0.4041
H (-3.29, 0.21, -4.94)  0.2352
H (2.46, 0.02, -4.91)  0.4067
H (3.09, 0.48, -2.54)  0.4658
H (1.32, 0.50, -0.74)  0.2722
H (-1.61, -0.50, -3.60)  0.4780
O (0.63, -1.35, -1.09)  -0.2266



4.
This record from OMol25 describes a single C4H6N2O molecule. The level of theory is the ωB97M-V functional and the def2-TZVPD basis.

Properties
Kohn-Sham gap in eV: 10.5
Energy relative to the best compared isomer or geometry (same formula, charge and spin) in kcal/mol: 34.3
Maximum force in hartree/bohr: 0.0199
SMILES string: N[C@H]1C=CC(=O)N1

Last column: Mulliken charge in e.
Element x y z (Å)
N (-1.97, -0.28, 0.00)  -0.6542
C (-0.56, -0.16, -0.20)  0.3338
C (0.05, 1.19, 0.13)  -0.4227
C (1.32, 0.98, 0.48)  -0.5068
C (1.52, -0.49, 0.33)  0.5635
O (2.42, -1.06, -0.24)  -0.5765
N (0.26, -1.06, 0.61)  -0.4726
H (-2.34, -1.09, -0.49)  0.2616
H (-2.47, 0.54, -0.34)  0.2388
H (-0.17, -0.37, -1.24)  0.2491
H (-0.46, 2.13, -0.03)  0.2922
H (2.13, 1.69, 0.61)  0.4046
H (0.24, -2.02, 0.26)  0.2891



5.
This record from OMol25 describes a molecular structure, C30H57B3Br2O15S5. The level of theory is the ωB97M-V functional and the def2-TZVPD basis.

Properties
Kohn-Sham gap in eV: 9.6
Maximum force in hartree/bohr: 0.0332

Last column: Mulliken charge in e.
Element x y z (Å)
C (2.21, -1.38, 0.39)  -0.5472
C (1.12, -2.29, -0.10)  0.5390
O (1.31, -3.47, -0.33)  -0.6119
O (-0.13, -1.74, -0.29)  0.0015
C (-0.16, -1.02, -1.55)  0.1834
C (-1.59, -1.04, -2.09)  -0.5922
C (-2.31, 0.31, -2.24)  -1.1103
C (-2.05, 1.38, -1.16)  -0.3396
C (-1.52, 2.71, -1.77)  -0.4266
B (-0.12, 3.17, -1.24)  0.2674
O (0.14, 3.11, 0.14)  -0.3491
B (1.42, 3.51, 0.48)  0.8866
O (2.27, 4.16, -0.38)  -0.5719
B (2.10, 3.64, -1.66)  0.3557
C (3.33, 3.06, -2.41)  0.1140
Br (5.01, 3.84, -1.91)  -0.1461
C (3.36, 2.08, -3.33)  0.3537
C (4.58, 1.50, -3.97)  -1.2459
Br (1.74, 1.28, -3.93)  -0.1087
O (0.81, 3.66, -2.14)  -0.2259
H (2.08, -0.38, 0.00)  0.0222
H (2.15, -1.37, 1.48)  0.1376
H (3.15, -1.82, 0.09)  0.3169
H (0.24, -0.02, -1.42)  -0.3012
H (0.48, -1.58, -2.23)  0.6007
H (-2.18, -1.75, -1.52)  0.0836
H (-1.53, -1.46, -3.09)  0.3601
H (-3.37, 0.08, -2.21)  0.2664
H (-2.11, 0.68, -3.24)  0.5033
H (-3.02, 1.62, -0.73)  0.5073
H (-1.44, 1.03, -0.34)  0.1110
H (-1.47, 2.67, -2.86)  0.3638
H (-2.21, 3.52, -1.54)  0.0637
H (1.78, 3.30, 1.59)  -0.3107
H (4.32, 0.49, -4.27)  0.4385
H (4.86, 2.05, -4.86)  0.2927
H (5.38, 1.41, -3.25)  0.1643
C (-3.88, -5.43, -1.03)  -0.1674
C (-2.45, -5.07, -1.49)  0.1614
C (-2.32, -5.51, -2.95)  -0.8042
S (-3.98, -5.42, -3.65)  1.1639
O (-4.40, -6.75, -4.01)  -0.6733
O (-4.04, -4.34, -4.60)  -0.6799
C (-4.80, -4.94, -2.14)  -0.8205
H (-4.12, -4.96, -0.08)  -0.2464
H (-3.97, -6.51, -0.91)  0.4271
H (-2.30, -4.00, -1.40)  -0.4569
H (-1.70, -5.56, -0.86)  0.4660
H (-1.66, -4.86, -3.52)  0.3813
H (-1.98, -6.54, -3.04)  0.3908
H (-5.79, -5.38, -2.11)  0.4918
H (-4.88, -3.85, -2.14)  0.3473
C (-1.05, 2.58, 4.71)  -0.7972
C (-0.02, 2.23, 5.79)  -0.6269
C (0.27, 0.72, 5.67)  -0.7840
S (-0.04, 0.29, 3.95)  1.1929
O (-1.16, -0.61, 3.87)  -0.6309
O (1.21, -0.03, 3.30)  -0.6794
C (-0.57, 1.91, 3.43)  -0.0037
H (-1.15, 3.66, 4.58)  0.3518
H (-2.03, 2.19, 4.99)  0.3487
H (0.90, 2.79, 5.60)  0.2603
H (-0.37, 2.48, 6.78)  0.3901
H (1.29, 0.47, 5.92)  0.3827
H (-0.41, 0.13, 6.28)  0.3333
H (-1.34, 1.81, 2.67)  0.3791
H (0.30, 2.42, 3.02)  -0.1987
C (-4.01, -4.02, 5.20)  -0.6674
C (-2.60, -3.69, 4.69)  -0.3524
C (-2.51, -4.14, 3.23)  -0.4460
S (-4.18, -4.04, 2.58)  1.2431
O (-4.63, -5.37, 2.25)  -0.6907
O (-4.27, -2.96, 1.62)  -0.6513
C (-4.96, -3.54, 4.11)  -0.8059
H (-4.22, -3.54, 6.15)  0.3723
H (-4.11, -5.10, 5.34)  0.2904
H (-2.43, -2.61, 4.74)  0.0370
H (-1.83, -4.17, 5.29)  0.3943
H (-1.87, -3.49, 2.64)  0.1301
H (-2.19, -5.17, 3.13)  0.4167
H (-5.96, -3.97, 4.17)  0.4463
H (-5.03, -2.45, 4.10)  0.3432
C (8.61, -2.78, -1.79)  -0.5803
C (8.35, -1.44, -1.09)  -0.6134
C (8.28, -0.36, -2.19)  -0.5125
S (7.72, -1.20, -3.67)  1.0765
O (8.77, -1.16, -4.66)  -0.6716
O (6.38, -0.75, -4.00)  -0.5723
C (7.64, -2.84, -2.97)  -0.7098
H (8.46, -3.62, -1.11)  0.3386
H (9.64, -2.81, -2.15)  0.3013
H (7.40, -1.48, -0.56)  0.2681
H (9.12, -1.20, -0.36)  0.3284
H (7.59, 0.44, -1.94)  0.1965
H (9.26, 0.06, -2.40)  0.3851
H (7.92, -3.57, -3.72)  0.3836
H (6.62, -3.01, -2.63)  0.3494
C (-3.62, 7.32, -0.94)  -0.6736
C (-2.18, 7.10, -1.41)  -0.2117
C (-1.26, 7.27, -0.19)  -0.5173
S (-2.25, 6.83, 1.24)  1.0448
O (-2.43, 8.00, 2.05)  -0.6914
O (-1.76, 5.58, 1.79)  -0.5065
C (-3.77, 6.51, 0.35)  -0.6679
H (-4.34, 7.01, -1.69)  0.3620
H (-3.78, 8.38, -0.73)  0.3176
H (-2.08, 6.08, -1.81)  -0.1234
H (-1.90, 7.79, -2.21)  0.3948
H (-0.39, 6.62, -0.23)  0.1462
H (-0.95, 8.31, -0.07)  0.4237
H (-4.61, 6.81, 0.96)  0.4302
H (-3.81, 5.44, 0.14)  0.3001



6.
This record from OMol25 describes 2 unconnected molecules or ions with the total composition C5H13INO. The level of theory is the ωB97M-V functional and the def2-TZVPD basis.

Properties
Kohn-Sham gap (spin up / spin down) in eV: 6.7 / 6.7
Energy relative to the best compared isomer or geometry (same formula, charge and spin) in kcal/mol: 97.5
Maximum force in hartree/bohr: 0.1006
Net charge: +1

Last column: Mulliken charge in e.
Element x y z (Å)
C (1.83, 0.03, -2.79)  -1.4938
C (-1.03, 0.42, 3.35)  -0.9597
C (0.42, -0.32, -2.26)  -0.0420
C (0.31, -1.24, -1.17)  0.2438
C (0.06, 0.57, 1.15)  -0.6979
N (-1.13, 0.16, 1.92)  -0.2254
O (-0.93, -1.68, -0.85)  -0.4169
I (-0.42, 2.32, 0.06)  0.0503
H (1.63, 0.78, -3.56)  0.3843
H (2.32, -0.74, -3.34)  0.4140
H (2.60, 0.46, -2.14)  0.3639
H (-1.92, 0.54, 3.95)  0.3334
H (-0.42, -0.38, 3.81)  0.3633
H (-0.46, 1.41, 3.46)  0.3663
H (-0.01, -0.54, -3.14)  0.4947
H (0.12, 0.62, -1.87)  -0.0847
H (1.18, -1.62, -0.62)  0.3993
H (0.78, 0.55, 1.93)  0.4173
H (-1.42, -0.89, 1.88)  0.3538
H (-1.92, 0.74, 1.62)  0.3414
H (-1.59, -1.17, -1.39)  0.3946